ORCA calculation (ωB97M-V/def2-TZVPD) on a molecular structure, C11H44AlO15P in a non-equilibrium geometry.

Structure (XYZ):
```
72
Properties=species:S:1:pos:R:3:forces:R:3
Al 0.608 1.287 3.334 0.0 -0.3 -1.1
P -0.179 0.150 0.321 0.6 -0.6 -2.3
O 1.388 0.341 0.523 -2.3 -1.0 -0.7
O -0.474 -0.813 1.462 -0.3 -0.3 -0.4
O -0.731 -0.255 -1.124 2.3 1.1 3.5
O -0.708 1.492 0.759 -0.1 0.9 0.1
C 4.638 0.844 2.275 0.4 0.4 -1.1
O 3.336 0.394 2.307 -1.6 -1.0 0.6
H 4.572 1.894 1.989 0.7 0.5 0.8
H 5.105 0.567 3.220 0.3 0.5 -0.1
H 5.154 0.407 1.420 0.4 -0.4 0.2
H 3.050 0.213 1.409 -0.2 0.1 0.1
C 2.662 -2.016 -1.225 -1.2 -0.4 -1.9
O 2.962 -1.791 0.076 1.4 -0.1 2.2
H 1.778 -1.398 -1.386 -0.1 -0.2 -1.3
H 3.446 -1.808 -1.953 0.3 0.5 0.1
H 2.389 -3.056 -1.402 -0.1 -0.2 0.0
H 2.318 -1.123 0.325 0.1 0.1 0.6
C -1.291 2.402 -2.829 -1.1 -0.4 -1.9
O -1.202 2.913 -1.567 0.9 0.9 1.4
H -2.298 1.995 -2.926 -0.1 -0.6 -0.5
H -1.239 3.187 -3.584 0.3 0.3 0.0
H -0.549 1.635 -3.050 0.0 0.0 -0.1
H -0.947 2.162 -1.025 -0.1 0.2 0.7
C 1.688 -2.921 3.339 0.5 -0.1 0.6
O 0.645 -1.983 3.446 -0.1 -0.3 0.2
H 2.609 -2.342 3.270 0.4 -0.5 -0.2
H 1.701 -3.564 4.219 0.1 0.3 0.5
H 1.612 -3.677 2.557 -0.2 0.5 -0.7
H 0.196 -1.932 2.600 -0.1 0.1 0.0
C -0.920 -1.529 -4.330 -0.5 1.3 0.4
O 0.102 -0.813 -3.597 0.6 -1.2 -2.0
H -0.746 -1.781 -5.376 1.4 0.1 0.1
H -1.251 -2.450 -3.850 -0.1 0.2 0.3
H -1.711 -0.792 -4.463 -0.8 -0.4 0.4
H -0.214 -0.605 -2.715 -0.4 -0.1 0.5
C -0.561 -3.523 -0.960 0.4 1.3 -0.8
O -1.660 -2.703 -1.323 -0.7 -1.6 0.1
H -0.209 -3.306 0.049 -0.3 -0.5 0.5
H -0.775 -4.570 -1.174 -0.2 0.1 0.4
H 0.292 -3.232 -1.573 0.2 -0.3 -0.3
H -1.400 -1.782 -1.256 0.4 0.3 0.2
C 2.388 1.697 -2.507 0.0 0.3 0.6
O 2.795 1.579 -1.137 0.4 0.8 -0.9
H 1.594 2.429 -2.657 -0.1 0.3 0.3
H 3.276 2.077 -3.012 -0.1 -0.4 -0.4
H 1.969 0.763 -2.883 0.5 -0.2 -0.3
H 2.124 1.094 -0.652 -0.2 -0.8 0.0
C -3.647 0.727 -0.391 1.4 0.1 2.1
O -3.256 0.063 -1.515 -1.9 -0.3 -2.3
H -3.474 0.066 0.458 -0.6 -0.3 0.6
H -2.947 1.520 -0.129 -0.2 0.7 -0.4
H -4.664 1.116 -0.339 -0.1 -0.3 -0.7
H -2.311 -0.108 -1.543 0.4 0.3 0.5
C -3.123 -2.750 1.867 1.0 -0.9 -1.0
O -2.281 -2.154 2.812 -0.8 0.1 0.9
H -2.444 -3.293 1.210 -0.3 -0.4 -0.5
H -3.776 -3.516 2.286 -0.3 0.5 0.3
H -3.599 -2.028 1.203 -0.6 0.0 0.3
H -1.684 -1.656 2.250 0.3 0.4 0.3
C 1.589 4.169 0.528 -0.7 0.5 0.1
O 1.869 2.949 1.150 0.8 -0.2 0.7
H 1.866 4.995 1.184 -0.2 0.0 0.2
H 2.149 4.322 -0.395 0.0 -0.2 -0.2
H 0.519 4.124 0.325 -0.1 0.8 -0.3
H 1.993 2.361 0.401 0.3 -0.3 0.2
C -3.608 2.326 2.758 -1.3 0.0 -1.1
O -2.319 1.791 2.662 -0.3 0.3 1.2
H -4.302 1.796 2.105 -0.2 -0.8 0.1
H -4.069 2.313 3.746 0.6 0.1 0.2
H -3.715 3.296 2.272 0.5 0.7 0.6
H -2.097 1.818 1.729 0.5 -0.2 -0.3
```
Forces are in eV/Å.

As for the HOMO energy (alpha / beta): -0.2390 / -0.2387 Ha. Its net charge is -1. The expectation value of S² is 0.763. The LUMO energy (alpha / beta) is 2.28 / -1.30 eV. The HOMO-LUMO gap (alpha / beta) comes out at 8.785 / 5.200 eV. As for the spin multiplicity: 2.



ORCA calculation (ωB97M-V/def2-TZVPD) on 5 unconnected molecules or ions with the total composition C2H12O5 in a non-equilibrium geometry.

Structure (XYZ):
```
19
Properties=species:S:1:pos:R:3:forces:R:3
C -4.083 -1.561 -0.496 -0.7 -0.4 0.5
C -2.937 -1.265 -1.074 0.1 1.2 0.2
O -2.512 0.053 -0.971 0.1 -0.3 -0.3
H -4.506 -2.537 -0.302 0.4 -0.2 -0.6
H -4.696 -0.774 -0.069 0.3 0.2 0.0
H -2.237 -1.892 -1.607 -0.2 -0.5 0.1
H -1.933 0.276 -1.707 0.1 0.0 0.0
H 3.351 1.600 2.395 0.2 -0.1 0.2
H 3.850 2.020 3.823 0.1 -0.2 -0.2
O 3.163 2.152 3.167 -0.3 0.2 -0.1
H 2.192 1.719 -2.892 0.1 0.3 0.4
H 1.802 2.774 -1.778 0.3 -0.2 -0.2
O 1.465 2.145 -2.425 -0.4 -0.1 -0.1
H 2.141 -0.393 0.564 0.2 -0.1 0.1
H 2.012 0.041 1.992 0.1 -0.1 0.1
O 2.683 -0.101 1.315 -0.2 0.2 -0.1
H 0.193 -1.925 -0.599 -0.3 0.2 0.1
H -0.364 -0.928 0.485 -0.2 -0.2 -0.4
O 0.416 -1.405 0.178 0.3 0.0 0.1
```
Forces are in eV/Å.

As for the HOMO energy: -0.3512 Ha. The calculation puts the energy relative to the best compared isomer or geometry (same formula, charge and spin) at 102.6 kJ/mol. The LUMO energy is 0.37 eV. The HOMO-LUMO gap comes out at 9.929 eV.



ORCA calculation (ωB97M-V/def2-TZVPD) on a gas-phase ion, C4H9N2 (charge +1) in a non-equilibrium geometry.

Structure (XYZ):
```
15
Properties=species:S:1:pos:R:3:forces:R:3
C -0.841 0.409 -0.163 -1.5 1.8 1.0
C -0.867 -1.047 -0.009 1.7 1.7 0.0
C 0.783 -2.680 0.377 3.9 -5.0 2.2
C 0.449 2.577 -0.183 -2.3 0.8 0.0
N 0.521 -1.512 -0.046 -3.3 3.7 -1.4
N 0.225 1.108 0.004 0.4 -1.1 -0.7
H -1.838 0.900 -0.275 1.1 -0.1 -0.3
H -1.691 -1.329 0.681 1.0 -0.2 0.4
H -1.178 -1.364 -0.971 -0.9 -0.7 -1.4
H 1.840 -3.040 0.488 -1.1 0.5 0.5
H 0.007 -3.373 0.610 -0.6 -0.8 -0.7
H 1.305 2.756 -0.789 0.5 -0.3 -0.9
H 0.747 3.014 0.772 -0.6 -0.1 0.1
H -0.496 3.142 -0.660 2.1 -1.6 1.3
H 1.035 0.438 0.166 -0.5 1.4 -0.1
```
Forces are in eV/Å.

As for the HOMO energy (alpha / beta): -0.3720 / -0.5647 Ha. Its net charge is +1. The expectation value of S² is 2.005. The calculation puts the energy relative to the best compared isomer or geometry (same formula, charge and spin) at 209.6 kJ/mol. The LUMO energy (alpha / beta) is -4.62 / -7.22 eV. The HOMO-LUMO gap (alpha / beta) comes out at 5.501 / 8.145 eV. As for the spin multiplicity: 3.



ORCA calculation (ωB97M-V/def2-TZVPD) on a molecular structure, C6H6LiNdO2 in a non-equilibrium geometry.

Structure (XYZ):
```
16
Properties=species:S:1:pos:R:3:forces:R:3
C -0.459 -2.398 -0.094 0.1 0.3 0.2
C -0.619 -1.172 -0.604 -0.5 0.2 0.8
C 0.447 -0.204 -1.044 0.7 1.7 -0.6
H -1.334 -3.012 0.122 0.3 0.1 -0.1
H 0.520 -2.846 0.095 -0.2 0.0 -0.2
H -1.622 -0.782 -0.798 0.3 -0.2 -0.1
H 0.472 -0.198 -2.149 0.2 0.0 0.1
C 1.780 -0.497 -0.645 0.7 -0.4 -0.6
O 2.853 -0.720 -0.383 -1.0 0.4 0.0
O -0.284 1.312 1.610 -0.7 -0.9 2.4
C 0.010 1.917 0.518 -3.4 2.1 -3.0
C 0.216 1.518 -0.744 2.3 -3.7 0.2
Li 0.040 -0.504 2.088 0.0 -0.1 -0.4
Nd -1.994 2.710 3.525 0.5 0.1 -0.7
H -0.753 2.691 -0.065 1.4 0.6 2.4
H 0.727 2.185 -1.435 -0.6 -0.2 -0.4
```
Forces are in eV/Å.

As for the HOMO energy (alpha / beta): -0.6967 / -0.6969 Ha. Its net charge is +3. The expectation value of S² is 6.003. The calculation puts the energy relative to the best compared isomer or geometry (same formula, charge and spin) at 83.0 kJ/mol. The LUMO energy (alpha / beta) is -12.43 / -12.31 eV. The HOMO-LUMO gap (alpha / beta) comes out at 6.527 / 6.659 eV. As for the spin multiplicity: 5.



ORCA calculation (ωB97M-V/def2-TZVPD) on 2 unconnected molecules or ions with the total composition C11H20N3 in a non-equilibrium geometry.

Structure (XYZ):
```
34
Properties=species:S:1:pos:R:3:forces:R:3
C -2.779 1.597 -0.243 -0.5 0.5 0.2
C -2.117 0.503 -0.171 0.6 -0.7 0.1
C 0.421 1.854 1.310 -0.3 0.1 0.1
C -1.244 -2.865 0.266 0.0 0.0 -0.1
C -0.152 -2.446 -0.723 0.0 0.0 0.0
C -0.436 -0.391 -2.416 0.1 0.0 0.2
C -1.613 -1.555 0.953 -0.2 -0.8 0.9
C 0.601 0.036 -1.433 -0.4 -0.1 0.1
C -0.486 -1.005 -1.046 1.2 -0.1 -1.1
C 0.915 1.372 2.635 -0.1 0.3 -0.1
C 2.898 0.163 -0.663 -0.1 0.0 0.1
N 0.488 3.152 1.196 0.2 0.1 0.2
N -1.485 -0.579 -0.125 -1.1 1.2 0.1
N 1.921 -0.428 -1.555 0.2 -0.3 -0.5
H -3.754 1.661 -0.705 -0.1 -0.2 -0.2
H -2.425 2.502 0.230 0.3 0.0 0.1
H -2.108 -3.265 -0.266 0.0 0.0 0.0
H -0.902 -3.615 0.975 0.0 0.0 0.0
H 0.840 -2.501 -0.271 0.0 0.0 -0.1
H -0.149 -3.070 -1.614 0.0 0.0 0.0
H -1.222 0.295 -2.694 0.0 0.2 0.0
H -0.111 -1.040 -3.217 0.0 -0.2 0.0
H -2.616 -1.539 1.380 0.1 0.1 -0.1
H -0.885 -1.298 1.728 0.0 0.1 -0.1
H 0.469 0.981 -0.902 -0.1 -0.2 -0.2
H 1.820 0.795 2.453 0.1 -0.1 0.0
H 0.188 0.697 3.083 0.0 -0.1 0.0
H 1.146 2.174 3.345 0.1 0.0 0.1
H 2.747 -0.229 0.343 0.1 0.0 0.1
H 3.895 -0.111 -0.995 0.1 0.0 0.0
H 2.826 1.257 -0.621 0.1 0.0 0.0
H 0.839 3.771 1.935 0.0 -0.1 -0.1
H 0.231 3.618 0.337 0.0 0.0 0.1
H 2.242 -0.493 -2.511 -0.1 0.1 0.1
```
Forces are in eV/Å.

As for the HOMO energy: -0.4174 Ha. Its net charge is +1. The calculation puts the energy relative to the best compared isomer or geometry (same formula, charge and spin) at 371.3 kJ/mol. The LUMO energy is -3.16 eV. The HOMO-LUMO gap comes out at 8.196 eV.



ORCA calculation (ωB97M-V/def2-TZVPD) on C4H6OS in the gas phase in a non-equilibrium geometry.

Structure (XYZ):
```
12
Properties=species:S:1:pos:R:3:forces:R:3
C 2.162 -0.077 -0.875 0.8 -0.5 0.1
C -0.335 0.538 -0.220 -0.1 -0.6 -1.1
C -0.572 -0.314 0.999 1.6 -1.6 -0.1
C -1.682 -0.080 0.077 -1.6 0.1 -0.1
H 2.086 0.152 0.230 0.1 -0.1 -0.8
H -0.213 1.589 -0.041 -0.1 0.2 0.0
H -0.137 -1.353 1.079 -0.4 1.5 0.0
H -0.595 0.332 1.846 0.2 -0.3 0.9
H -2.442 0.561 0.566 0.3 -0.4 -1.1
H -2.061 -0.927 -0.539 0.4 0.9 0.5
O 3.185 -0.392 -1.428 -0.5 0.3 0.4
S 0.603 -0.030 -1.694 -0.6 0.3 1.2
```
Forces are in eV/Å.

As for the HOMO energy: -0.3562 Ha. The calculation puts the energy relative to the best compared isomer or geometry (same formula, charge and spin) at 152.4 kJ/mol. The LUMO energy is 0.92 eV. The HOMO-LUMO gap comes out at 10.607 eV.



ORCA calculation (ωB97M-V/def2-TZVPD) on a molecular structure, C12H30B2F8N2O4Pd in a non-equilibrium geometry.

Structure (XYZ):
```
59
Properties=species:S:1:pos:R:3:forces:R:3
Pd -0.026 -0.679 -0.228 -0.9 -0.2 -1.3
B 2.609 0.386 1.556 4.0 1.6 2.0
F 2.494 0.756 2.860 -0.7 0.3 1.0
F 2.755 1.522 0.784 0.1 0.9 -1.2
F 3.648 -0.522 1.457 0.5 -0.4 -0.7
F 1.510 -0.229 1.128 -3.8 -2.2 -1.1
B -2.798 -0.914 -0.854 -2.0 0.0 -0.3
F -3.169 -0.042 -1.796 -0.5 1.2 -1.5
F -1.732 -1.663 -1.319 2.5 -1.4 -0.9
F -2.283 -0.206 0.211 1.4 1.2 2.2
F -3.760 -1.755 -0.461 -1.0 -0.9 0.6
C -0.001 -0.780 -3.703 -0.3 0.1 0.7
O -0.006 0.049 -2.469 0.1 0.1 -1.1
C -0.242 1.425 -2.730 -0.3 1.9 1.4
C -0.722 2.182 -1.391 -0.6 -1.6 -1.7
N -0.073 1.624 -0.196 -0.4 1.2 0.5
C -0.581 2.140 1.088 -1.1 0.1 1.1
C -0.422 3.670 1.189 -0.8 -0.1 -1.2
O -1.554 4.296 0.536 0.6 -4.2 0.8
C -1.621 5.634 0.542 0.0 2.7 -0.8
H 0.880 -0.707 -4.340 0.6 0.3 0.7
H -0.800 -0.467 -4.375 -0.5 -0.1 0.5
H -0.131 -1.800 -3.343 -0.1 0.2 -0.3
H -0.955 1.583 -3.540 -0.5 -0.3 0.3
H 0.643 1.950 -3.089 0.6 -0.4 0.1
H -1.798 2.089 -1.242 0.0 -0.3 -0.2
H -0.551 3.256 -1.462 0.4 0.0 0.0
H 0.840 2.039 -0.075 1.5 -0.9 -0.8
H 0.018 1.651 1.857 0.1 0.2 0.1
H -1.626 1.922 1.308 0.0 -0.3 -0.5
H 0.478 3.898 0.619 0.4 0.6 0.3
H -0.318 3.941 2.240 0.0 0.2 0.0
H -0.769 6.036 -0.006 0.4 0.5 0.4
H -1.758 6.076 1.529 0.3 0.1 0.1
H -2.467 5.936 -0.074 -0.3 -0.1 0.2
C -1.669 -0.714 3.383 -0.3 -1.4 0.5
O -0.489 -1.166 2.660 -0.9 1.7 -0.6
C -0.103 -2.504 2.894 -0.8 0.4 -0.6
C 0.658 -3.029 1.632 0.2 -0.1 1.5
N -0.168 -2.892 0.427 0.7 -0.1 -0.3
C 0.409 -3.526 -0.789 0.6 -0.3 -0.3
C 1.794 -3.022 -1.056 -0.3 0.3 -0.6
O 1.696 -1.585 -1.310 -1.6 -2.1 1.2
C 2.900 -1.011 -1.673 1.4 1.1 -0.4
H -1.958 0.336 3.331 1.1 0.1 -0.4
H -1.592 -1.000 4.432 0.4 0.3 0.2
H -2.581 -1.222 3.071 0.1 -0.4 -0.6
H -1.027 -3.067 3.028 -0.1 -0.5 -0.1
H 0.406 -2.526 3.857 0.7 -0.4 -0.3
H 0.852 -4.092 1.779 0.2 -0.1 0.2
H 1.613 -2.520 1.502 -0.2 0.0 0.1
H -1.026 -3.382 0.633 -0.8 0.5 -0.2
H -0.204 -3.423 -1.684 -0.4 0.6 0.4
H 0.533 -4.609 -0.766 -0.2 -0.3 0.9
H 2.153 -3.513 -1.960 0.1 0.2 -0.2
H 2.492 -3.304 -0.267 0.1 0.6 0.1
H 2.778 0.071 -1.733 -0.1 0.0 0.1
H 3.146 -1.377 -2.669 0.3 -0.1 0.0
H 3.672 -1.219 -0.932 0.1 0.0 -0.1
```
Forces are in eV/Å.

As for the HOMO energy (alpha / beta): -0.4793 / -0.4784 Ha. Its net charge is +1. The expectation value of S² is 3.759. The LUMO energy (alpha / beta) is -2.26 / -7.95 eV. The HOMO-LUMO gap (alpha / beta) comes out at 10.787 / 5.071 eV. As for the spin multiplicity: 4.



ORCA calculation (ωB97M-V/def2-TZVPD) on 2 unconnected molecules or ions with the total composition C5H12NO2 in a non-equilibrium geometry.

Structure (XYZ):
```
20
Properties=species:S:1:pos:R:3:forces:R:3
O -0.401 -2.260 -0.206 0.3 -0.4 0.1
C 0.702 -1.847 0.006 -0.8 0.7 -0.9
C 1.067 -0.430 -0.551 0.6 -0.5 1.1
C -0.182 0.477 -0.509 -1.1 -0.8 0.3
C 0.219 1.814 -0.032 0.5 2.9 0.2
C 0.544 2.076 1.241 -0.7 -1.2 -1.0
N 1.600 -0.516 -1.984 0.7 -3.2 -0.5
H 1.435 -2.380 0.603 0.4 -0.2 0.3
H 1.980 -0.080 -0.017 -1.1 0.2 0.0
H -1.104 0.141 0.097 1.9 -0.1 -0.4
H -0.578 0.379 -1.525 -0.2 0.7 0.0
H 0.260 2.707 -0.695 0.1 -1.0 0.0
H 0.329 1.297 1.958 0.4 0.0 0.4
H 0.948 3.010 1.569 -0.1 0.4 0.1
H 2.590 -0.299 -2.081 0.0 1.0 0.2
H 1.047 -0.046 -2.698 -0.1 0.2 0.0
H 1.688 -1.546 -2.258 -0.9 1.4 0.1
H -3.833 0.312 1.549 -0.3 0.1 0.6
H -2.999 0.866 2.799 -0.6 -0.1 0.0
O -2.974 0.562 1.891 1.0 -0.1 -0.7
```
Forces are in eV/Å.

As for the HOMO energy: -0.4862 Ha. Its net charge is +1. The calculation puts the energy relative to the best compared isomer or geometry (same formula, charge and spin) at 273.1 kJ/mol. The LUMO energy is -4.18 eV. The HOMO-LUMO gap comes out at 9.045 eV.



ORCA calculation (ωB97M-V/def2-TZVPD) on 2 unconnected molecules or ions with the total composition C8H8 in a non-equilibrium geometry.

Structure (XYZ):
```
16
Properties=species:S:1:pos:R:3:forces:R:3
C -0.065 -1.730 3.911 0.0 0.5 -1.1
C -0.044 -1.240 2.802 0.0 -0.5 1.2
H -0.083 -2.165 4.896 0.0 0.2 -0.5
H -0.026 -0.805 1.817 0.0 -0.2 0.4
C -0.034 -0.779 -1.686 0.0 -0.2 -0.1
C -1.215 -0.094 -1.399 -0.1 -0.1 0.0
C 1.200 -0.190 -1.406 0.1 -0.1 0.0
C -1.163 1.180 -0.832 -0.1 0.1 0.0
C 1.252 1.084 -0.838 0.1 0.1 0.0
C 0.070 1.769 -0.551 0.0 0.2 0.1
H -0.075 -1.781 -2.133 0.0 0.5 0.2
H -2.186 -0.557 -1.620 0.5 0.2 0.1
H 2.129 -0.729 -1.631 -0.5 0.3 0.1
H -2.093 1.719 -0.606 0.5 -0.3 -0.1
H 2.222 1.547 -0.617 -0.5 -0.2 -0.1
H 0.111 2.771 -0.105 0.0 -0.5 -0.2
```
Forces are in eV/Å.

As for the HOMO energy: -0.3511 Ha. The calculation puts the energy relative to the best compared isomer or geometry (same formula, charge and spin) at 160.8 kJ/mol. The LUMO energy is 1.06 eV. The HOMO-LUMO gap comes out at 10.612 eV.